7 unconnected molecules or ions with the total composition C34H83N5O8S2 at a distorted geometry. Source: the Open Molecules 2025 dataset; level of theory: the ωB97M-V functional and the def2-TZVPD basis.

ORCA input file:
```
! RIJCOSX wB97M-V def2-TZVPD def2/J DEFGRID3
* xyz 0 1
O 3.251 5.124 7.611
S 2.026 5.893 7.291
O 2.104 7.047 6.390
O 0.885 4.862 6.904
C 0.347 4.161 8.012
C 0.173 5.379 9.000
O 1.208 6.303 8.749
H -0.605 3.743 7.685
H 0.973 3.397 8.473
H 0.006 5.011 10.013
H -0.693 5.945 8.657
O -4.099 4.885 5.911
S -3.901 5.394 4.573
O -2.564 5.565 3.950
O -4.914 4.506 3.594
C -6.228 5.103 3.487
C -5.958 6.563 3.624
O -4.781 6.774 4.417
H -6.745 4.839 2.564
H -6.717 4.618 4.332
H -6.779 7.159 4.022
H -5.667 7.095 2.718
C -5.130 -2.038 -2.965
C -6.218 -3.071 -3.015
N -7.360 -2.728 -3.892
C -8.260 -3.862 -4.028
C -7.677 -4.987 -4.891
C -8.107 -1.511 -3.628
C -8.868 -1.019 -4.870
H -5.447 -1.016 -2.755
H -4.451 -2.047 -3.817
H -4.380 -2.337 -2.232
H -5.820 -4.083 -3.091
H -6.760 -3.001 -2.072
H -8.592 -4.316 -3.094
H -9.103 -3.612 -4.672
H -6.849 -5.449 -4.353
H -8.434 -5.731 -5.141
H -7.134 -4.645 -5.772
H -7.370 -0.732 -3.435
H -8.792 -1.579 -2.783
H -9.285 -0.058 -4.567
H -9.716 -1.640 -5.160
H -8.204 -0.721 -5.681
C -1.359 9.194 -2.689
C -0.375 8.106 -2.235
N -0.911 7.419 -1.003
C -2.293 6.854 -0.999
C -2.391 5.967 -2.262
C 0.051 6.458 -0.512
C 1.453 7.004 -0.067
H -1.145 10.133 -2.178
H -2.406 8.902 -2.773
H -1.009 9.530 -3.665
H -0.357 7.274 -2.939
H 0.614 8.478 -1.969
H -2.413 6.196 -0.138
H -2.976 7.702 -1.058
H -2.524 6.575 -3.157
H -1.635 5.204 -2.450
H -3.333 5.491 -1.990
H 0.134 5.785 -1.366
H -0.283 5.978 0.407
H 1.968 6.061 0.117
H 1.512 7.873 0.587
H 2.073 7.236 -0.934
C 6.918 -3.009 -2.465
C 6.706 -3.882 -3.695
N 6.089 -3.211 -4.786
C 7.004 -2.365 -5.560
C 8.066 -3.114 -6.318
C 4.862 -2.422 -4.391
C 3.632 -3.277 -3.961
H 7.751 -3.345 -1.847
H 5.940 -2.914 -1.995
H 7.260 -2.029 -2.800
H 7.665 -4.257 -4.052
H 6.044 -4.674 -3.344
H 6.552 -1.666 -6.264
H 7.467 -1.655 -4.875
H 8.817 -3.611 -5.705
H 7.639 -3.855 -6.994
H 8.611 -2.431 -6.970
H 4.634 -1.834 -5.279
H 5.023 -1.641 -3.649
H 2.639 -2.905 -4.214
H 3.695 -3.302 -2.873
H 3.808 -4.283 -4.341
C 3.626 -0.691 2.493
C 3.495 0.239 1.326
N 2.390 1.241 1.374
C 1.091 0.707 0.835
C 1.094 0.949 -0.655
C 2.183 2.039 2.562
C 3.633 2.624 2.985
H 2.758 -1.345 2.412
H 3.604 -0.223 3.477
H 4.602 -1.176 2.502
H 4.357 0.904 1.267
H 3.473 -0.434 0.469
H 0.162 1.163 1.176
H 1.066 -0.369 1.007
H 0.447 0.186 -1.088
H 2.075 0.984 -1.127
H 0.547 1.884 -0.779
H 1.573 2.916 2.347
H 1.525 1.616 3.321
H 4.052 1.869 3.650
H 4.203 2.779 2.069
H 3.364 3.545 3.503
C 0.458 -6.154 2.211
C 0.793 -7.509 1.490
N 1.849 -8.328 2.020
C 1.328 -9.133 3.131
C 0.642 -10.406 2.614
C 3.033 -7.676 2.407
C 3.721 -6.758 1.318
H 1.386 -5.722 2.584
H -0.203 -6.410 3.039
H -0.038 -5.331 1.697
H 0.000 -8.211 1.232
H 1.159 -7.307 0.483
H 1.928 -9.572 3.928
H 0.568 -8.581 3.684
H 1.384 -11.194 2.484
H -0.133 -10.680 3.331
H 0.150 -10.405 1.641
H 3.626 -8.490 2.823
H 2.964 -6.966 3.231
H 4.657 -6.400 1.748
H 3.082 -5.916 1.051
H 3.738 -7.177 0.311
*
```

Properties
E_HOMO: -7.58 eV
SMILES: O=S1(=O)OCCO1.O=S1(=O)OCCO1.CCN(CC)CC.CCN(CC)CC.CCN(CC)CC.CCN(CC)CC.CCN(CC)CC
Relative energy (zero: lowest compared OMol25 entry of this formula, charge and spin): 136.56 kcal/mol
DFT total energy: -3016.947836 hartree



C21H27N3O5 in the gas phase. Source: the Open Molecules 2025 dataset; level of theory: the ωB97M-V functional and the def2-TZVPD basis.

ORCA input file:
```
! RIJCOSX wB97M-V def2-TZVPD def2/J DEFGRID3
* xyz 0 1
C 1.703 2.239 2.623
C 1.494 3.259 1.513
O 1.179 2.617 0.279
C -0.096 2.303 0.068
O -1.008 2.578 0.819
C -0.296 1.610 -1.202
N -1.549 1.337 -1.649
N -1.544 0.709 -2.805
C -0.273 0.554 -3.133
C 0.580 1.100 -2.162
C 2.068 1.008 -2.132
N 2.523 0.264 -0.965
C 3.951 0.014 -0.972
C 4.397 -0.596 0.360
C 3.592 -1.847 0.718
C 2.116 -1.475 0.653
C 1.098 -2.559 0.955
O 1.329 -3.741 0.946
C -0.248 -1.933 1.119
C -0.492 -1.004 2.116
C -1.664 -0.262 2.114
C -2.582 -0.403 1.088
O -3.704 0.347 0.931
C -3.932 1.400 1.842
C -2.362 -1.381 0.089
O -3.325 -1.460 -0.866
C -3.127 -2.339 -1.946
C -1.210 -2.146 0.129
C 1.819 -0.982 -0.769
H 0.782 1.688 2.796
H 2.487 1.541 2.339
H 1.991 2.747 3.539
H 0.683 3.947 1.776
H 2.409 3.820 1.316
H -2.414 1.531 -1.165
H -0.005 0.063 -4.048
H 2.507 2.009 -2.068
H 2.404 0.538 -3.075
H 4.468 0.965 -1.127
H 4.231 -0.666 -1.798
H 5.461 -0.835 0.302
H 4.261 0.150 1.145
H 3.860 -2.197 1.716
H 3.799 -2.653 0.012
H 1.925 -0.632 1.323
H 0.223 -0.866 2.913
H -1.832 0.456 2.899
H -4.841 1.891 1.497
H -4.091 1.024 2.857
H -3.102 2.111 1.834
H -4.005 -2.224 -2.579
H -3.053 -3.380 -1.613
H -2.234 -2.069 -2.519
H -1.011 -2.887 -0.629
H 0.749 -0.812 -0.883
H 2.126 -1.756 -1.497
*
```

Properties
E_HOMO: -8.16 eV
SMILES: CCOC(=O)c1[nH]ncc1CN1CCC[C@H](C(=O)c2ccc(OC)c(OC)c2)C1
Relative energy (zero: lowest compared OMol25 entry of this formula, charge and spin): 90.68 kcal/mol
DFT total energy: -1356.872721 hartree